Entry from the OMol25 dataset: a molecular structure, C65H77NO3PRuSe3Te (ωB97M-V/def2-TZVPD).

XYZ file:
```
152
Properties=species:S:1:pos:R:3:forces:R:3
Ru -0.487852 -0.333229 0.733896 -3.123 1.561 -1.526
C -3.220752 4.286771 -4.816704 -0.137 -0.106 0.017
C -3.929352 2.950571 -4.544004 -0.058 0.082 -0.103
C -5.262852 3.250871 -3.856004 0.266 -0.056 -0.100
C -4.234252 2.219371 -5.858304 0.022 0.117 0.135
C -3.008452 2.092471 -3.693304 -0.154 -0.001 0.114
C -3.317252 1.671771 -2.414504 0.023 -0.022 -0.059
C -2.387452 0.967271 -1.673304 0.302 -0.459 -0.124
Se -2.913352 0.493971 0.121796 2.128 0.471 0.544
C -2.577452 2.298171 0.788796 0.642 -0.279 0.374
C -3.499452 3.314071 0.684496 -0.121 0.099 0.104
C -3.197552 4.596771 1.138396 -0.081 -0.210 -0.009
C -1.997452 4.764571 1.821896 -0.168 -0.009 -0.153
C -1.053852 3.766171 1.970996 0.135 -0.536 -0.118
C -1.289252 2.513171 1.331996 -1.555 0.822 -0.277
O -0.377252 1.599871 1.234396 2.019 -0.798 0.341
C 0.171948 3.947571 2.852496 0.187 0.050 0.089
C 0.203548 5.301071 3.571696 -0.027 -0.234 -0.169
C 0.116348 2.855671 3.929896 0.087 -0.098 -0.208
C 1.457048 3.836271 2.023096 -0.081 -0.086 -0.007
C -4.130252 5.753971 0.817296 -0.062 0.078 -0.056
C -3.690652 7.059771 1.485596 -0.074 -0.247 -0.125
C -5.567052 5.447671 1.259096 0.225 0.064 -0.067
C -4.090952 5.945671 -0.707204 -0.057 0.087 0.215
C -1.110952 0.613271 -2.153704 -1.190 0.607 -0.229
O -0.247152 -0.011029 -1.402604 0.603 -0.578 1.252
C -0.826852 0.986271 -3.503704 0.085 -0.030 0.292
C -1.766452 1.714271 -4.200604 -0.192 0.051 0.067
C 0.495048 0.615071 -4.160004 0.139 -0.056 0.025
C 0.594948 1.071671 -5.620704 0.012 -0.128 0.235
C 0.634548 -0.908929 -4.156004 0.092 0.061 0.001
C 1.654148 1.262271 -3.396004 -0.020 -0.161 0.096
H -3.873152 4.960371 -5.367204 -0.106 0.103 -0.135
H -2.309652 4.149971 -5.394104 0.106 -0.027 -0.048
H -2.957052 4.764971 -3.874804 0.039 0.062 0.082
H -5.872252 3.877071 -4.505504 -0.067 0.023 -0.058
H -5.111052 3.791671 -2.926704 -0.019 0.052 0.186
H -5.809852 2.334471 -3.651904 -0.132 -0.114 0.078
H -4.943152 2.789271 -6.453704 -0.098 0.103 -0.127
H -4.668052 1.245671 -5.644504 -0.079 -0.134 -0.016
H -3.339552 2.065571 -6.454604 0.127 -0.022 -0.082
H -4.273752 1.878371 -1.957704 -0.129 0.126 -0.067
H -4.458252 3.102671 0.234696 -0.161 0.029 -0.119
H -1.785852 5.725871 2.255196 0.029 0.115 0.076
H -0.673552 5.431471 4.201196 -0.114 0.097 0.072
H 0.272348 6.127071 2.866496 -0.040 0.139 -0.039
H 1.084148 5.336871 4.211696 0.069 0.002 0.047
H -0.810052 2.937171 4.495496 -0.073 0.020 0.117
H 0.955748 2.938771 4.616596 0.152 0.077 0.133
H 0.144748 1.867571 3.478996 0.027 0.014 0.043
H 1.547448 4.690671 1.354096 0.027 0.102 -0.072
H 1.458548 2.931271 1.424596 0.012 -0.065 -0.023
H 2.323348 3.820571 2.682496 0.156 0.045 0.091
H -3.695652 6.962171 2.568696 0.044 0.037 0.151
H -4.376252 7.859371 1.215096 -0.100 0.086 -0.039
H -2.695852 7.350671 1.158196 0.135 0.076 0.010
H -5.601152 5.233471 2.323996 -0.026 -0.031 0.152
H -5.975452 4.595371 0.725096 -0.090 -0.142 -0.057
H -6.204652 6.305971 1.058596 -0.127 0.093 -0.037
H -3.077352 6.171471 -1.032704 0.103 0.022 -0.058
H -4.743852 6.762271 -1.006504 -0.119 0.143 -0.091
H -4.412752 5.040071 -1.214204 -0.041 -0.095 -0.093
H -1.533952 2.015271 -5.207204 0.067 0.060 -0.142
H -0.208252 0.652571 -6.222504 -0.106 0.019 -0.112
H 1.535948 0.717471 -6.039104 0.117 -0.033 0.002
H 0.588348 2.155871 -5.701604 -0.081 0.133 -0.061
H -0.192052 -1.352529 -4.707704 -0.079 -0.139 -0.047
H 0.622748 -1.296229 -3.138804 -0.115 -0.079 0.007
H 1.573748 -1.196029 -4.625704 0.095 -0.071 -0.091
H 1.588048 2.345271 -3.466504 0.039 0.146 0.017
H 2.605248 0.933871 -3.811204 0.187 0.012 -0.118
H 1.630248 0.984471 -2.342804 -0.045 0.116 0.015
Se 0.529948 -3.395229 0.737296 0.112 1.194 -1.039
P 0.186248 -2.614229 3.794996 0.147 -0.342 0.245
Se -0.720952 -0.695729 3.128996 -0.517 0.159 0.304
C -1.171552 -3.861529 3.745796 0.116 0.274 -0.183
C -2.415252 -3.631429 3.175096 0.062 0.140 -0.077
C -3.370252 -4.632529 3.164996 -0.142 -0.114 0.014
C -3.088052 -5.870329 3.715096 -0.190 -0.007 -0.060
C -1.847852 -6.105929 4.282896 0.110 -0.148 0.070
C -0.889752 -5.111829 4.292896 -0.019 0.080 -0.078
C 0.112748 -2.287429 5.609396 0.039 0.088 -0.414
C -1.104052 -2.067029 6.243596 -0.038 0.023 0.014
C -1.137852 -1.786029 7.594896 -0.192 0.037 0.086
C 0.038548 -1.727129 8.323596 0.082 -0.008 0.040
C 1.250148 -1.952729 7.695696 0.113 0.033 0.143
C 1.291048 -2.225229 6.338796 -0.049 -0.010 -0.107
H -2.639152 -2.665929 2.733996 0.048 0.032 0.049
H -4.337252 -4.439429 2.724296 -0.124 -0.009 -0.045
H -3.831752 -6.651929 3.699796 -0.101 -0.089 0.017
H -1.627652 -7.069929 4.716596 0.029 -0.103 0.038
H 0.083248 -5.299729 4.727296 0.085 -0.020 0.065
H -2.018252 -2.096829 5.665396 -0.062 -0.030 0.023
H -2.083252 -1.604429 8.085596 -0.083 0.011 0.022
H 0.011848 -1.498429 9.378396 -0.010 -0.004 0.105
H 2.164648 -1.911329 8.266396 0.141 0.018 0.061
H 2.235548 -2.382029 5.836496 0.111 -0.040 -0.036
C 6.409248 -1.309729 -5.617304 -0.013 0.034 0.039
C 5.478148 -1.432529 -4.449804 -0.028 -0.008 0.040
C 4.497748 -2.405429 -4.397604 0.060 0.057 0.081
C 3.603848 -2.490329 -3.333704 -0.226 -0.088 0.111
C 2.641248 -3.639529 -3.329704 -0.050 0.134 0.133
C 3.676448 -1.555729 -2.302504 -0.259 -0.202 -0.168
Te 2.130148 -1.398129 -0.768404 1.247 -0.976 0.585
N -0.801752 -2.259629 0.271796 2.126 0.220 1.710
C -1.789952 -2.625529 -0.540004 -2.004 -0.509 -1.338
O -2.719952 -1.870429 -0.835104 0.696 -1.094 -0.095
C -1.702952 -4.032829 -1.036104 -0.320 -0.132 -0.242
C -0.965152 -4.352729 -2.169604 -0.167 0.066 0.111
C -0.822052 -5.679329 -2.536904 0.051 0.092 -0.149
C -1.413952 -6.677129 -1.782704 0.027 -0.202 0.032
C -2.156052 -6.352929 -0.659804 -0.030 -0.057 -0.013
C -2.302352 -5.032229 -0.283604 -0.006 0.110 -0.178
C 3.440548 -1.767929 0.902896 0.076 0.150 0.168
C 3.408748 -0.891729 1.987396 -0.138 0.197 -0.218
C 2.621448 0.378571 2.003696 -0.183 -0.005 -0.002
C 4.123548 -1.199229 3.139096 0.155 -0.205 -0.057
C 4.897648 -2.338829 3.230796 -0.059 0.102 -0.022
C 5.629148 -2.683029 4.490296 0.057 -0.004 -0.031
C 4.967048 -3.172529 2.121896 -0.125 0.052 -0.068
C 4.236448 -2.919229 0.971696 -0.014 -0.006 -0.102
C 4.307448 -3.885129 -0.166104 0.047 -0.093 -0.016
C 4.693548 -0.597929 -2.312704 -0.086 0.204 0.243
C 4.851748 0.374871 -1.186604 0.038 0.023 0.000
C 5.575648 -0.553429 -3.380004 -0.064 -0.037 0.050
H 6.315148 -2.159629 -6.285504 0.009 -0.075 -0.107
H 7.442048 -1.244829 -5.280604 0.086 0.007 -0.014
H 6.187048 -0.401829 -6.178904 0.022 0.010 -0.059
H 4.423248 -3.132229 -5.195104 -0.029 -0.076 -0.093
H 3.201248 -4.566829 -3.215004 -0.062 -0.141 0.046
H 2.088348 -3.690229 -4.264104 -0.098 -0.022 -0.093
H 1.933148 -3.556629 -2.505704 -0.068 -0.174 -0.062
H -0.500952 -3.571429 -2.756204 0.016 0.111 -0.031
H -0.244252 -5.928529 -3.416104 0.022 -0.048 -0.049
H -1.294552 -7.712529 -2.065804 0.010 -0.079 -0.046
H -2.623052 -7.123729 -0.069104 -0.045 -0.169 0.074
H -2.863352 -4.774329 0.599996 -0.060 0.025 0.108
H 2.226648 0.631071 1.015596 -0.007 0.206 0.197
H 3.230348 1.208771 2.356096 0.058 0.093 -0.044
H 1.780348 0.273071 2.696196 0.011 0.148 -0.149
H 4.065348 -0.521829 3.978896 -0.027 0.100 0.120
H 5.421548 -1.958329 5.272096 0.007 0.047 0.099
H 6.704748 -2.709229 4.321196 0.081 -0.017 0.024
H 5.323248 -3.667529 4.837896 0.018 -0.092 0.105
H 5.594548 -4.052329 2.160296 0.019 -0.141 -0.007
H 4.887148 -4.761229 0.111896 0.009 -0.091 -0.021
H 4.769148 -3.418129 -1.035504 -0.005 -0.123 -0.055
H 3.301248 -4.205729 -0.444204 0.017 -0.110 -0.142
H 3.918548 0.914871 -1.013204 0.017 0.134 0.081
H 5.636148 1.090771 -1.417804 -0.010 0.113 0.069
H 5.113048 -0.154529 -0.268804 0.014 0.115 0.045
H 6.355448 0.195671 -3.381204 0.064 0.106 0.024
```
Positions in Å, forces in eV/Å.

orbital gap (alpha / beta): 0.170 / 0.156 Eh
spin multiplicity: 2
strongest force on any atom: 3.81 eV Å⁻¹
E: -291490.5652 eV
highest occupied orbital energy (alpha / beta): -7.06 / -6.91 eV
LUMO level (alpha / beta): -2.44 / -2.67 eV